No. 1
DFT (the ωB97M-V functional and the def2-TZVPD basis) results for 10 unconnected molecules or ions with the total composition C35H92BBr2N4O11 in a non-equilibrium geometry.

Summary:
gap between HOMO and LUMO	8.2	eV
total charge	+1
strongest force on any atom	2.7	eV/Å
2S+1	1

The geometry in XYZ format:
```
145
Properties=species:S:1:pos:R:3:forces:R:3
C -4.087 4.243 3.312 0.448 -0.237 0.146
C -2.652 4.427 2.696 -0.095 -0.746 0.337
C -2.060 2.966 2.511 -0.014 1.010 1.222
N -0.881 2.943 1.631 0.245 -0.699 -0.544
C 0.235 3.851 2.023 0.017 0.860 0.813
C 0.332 5.146 1.141 1.469 0.103 1.001
C 0.685 6.336 2.125 -0.038 -0.800 -0.462
C 0.813 7.713 1.407 -0.423 -0.290 1.202
C -0.581 8.268 0.944 0.374 -0.142 0.053
N -1.655 7.982 1.930 0.497 0.008 -0.428
C -0.758 2.190 0.574 0.773 0.399 0.836
N -1.782 1.273 0.203 0.354 1.157 0.134
C -2.797 1.789 -0.722 -0.638 -1.817 -1.270
Br -3.072 3.740 -0.745 0.063 -0.404 -0.118
C -4.193 1.075 -0.536 0.069 1.212 0.744
C -4.896 1.407 0.820 0.414 -1.222 0.106
Br -3.875 -0.871 -0.699 -0.204 0.567 -0.017
N 0.499 2.306 -0.097 -1.823 -0.214 -0.110
C 1.304 1.064 0.000 0.850 -0.868 0.544
C 0.960 0.147 1.213 0.719 -0.925 -0.283
O 1.167 0.758 2.484 0.002 0.005 -1.095
C 2.507 0.582 2.963 0.099 0.670 2.100
C 2.837 1.865 3.828 -0.773 -0.474 -0.782
B 0.368 2.812 -1.495 0.257 1.442 -2.307
C -0.072 1.874 -2.745 0.090 -0.490 1.566
O 0.672 4.159 -1.815 -0.052 -2.077 1.165
H -4.912 4.469 2.605 0.572 0.145 0.466
H -4.231 3.175 3.618 0.117 0.795 -0.171
H -4.139 4.834 4.246 -0.354 -0.209 -0.682
H -2.639 5.011 1.756 -0.175 -0.532 0.463
H -1.999 4.978 3.411 -0.548 -0.415 -0.484
H -1.689 2.687 3.531 -0.247 0.035 -0.768
H -2.843 2.230 2.259 0.635 0.575 -0.347
H 0.018 4.192 3.064 -0.110 -0.496 -0.750
H 1.191 3.290 2.105 -0.867 0.254 -0.475
H -0.581 5.332 0.542 0.552 -0.164 0.285
H 1.237 5.022 0.503 -1.097 0.080 -0.078
H 1.659 6.066 2.609 -0.635 0.267 -0.382
H -0.076 6.308 2.933 0.419 0.583 -0.503
H 1.552 7.600 0.586 -0.562 0.305 0.302
H 1.227 8.426 2.163 -0.173 -0.467 -0.635
H -0.510 9.372 0.886 0.050 -0.762 -0.481
H -0.817 7.838 -0.059 0.049 0.486 0.592
H -2.165 8.830 2.150 -0.076 -0.187 -0.103
H -2.290 7.285 1.558 -0.091 0.256 0.157
H -2.168 0.764 0.994 -0.083 0.300 -0.050
H -2.475 1.509 -1.752 -0.182 0.717 0.729
H -4.864 1.382 -1.360 0.652 -0.320 0.256
H -4.407 0.776 1.606 -0.463 0.612 -0.386
H -5.955 1.076 0.783 0.672 0.344 -0.005
H -4.822 2.473 1.111 -0.109 -0.574 -0.428
H 2.366 1.389 0.143 -0.787 -0.166 -0.148
H 1.303 0.425 -0.913 -0.305 0.481 0.400
H 1.670 -0.719 1.155 -0.613 0.516 -0.271
H -0.052 -0.320 1.151 0.599 0.659 0.149
H 3.255 0.411 2.163 -0.548 0.095 0.338
H 2.482 -0.274 3.683 0.221 0.310 -0.832
H 3.283 2.641 3.173 -0.014 -0.363 0.670
H 1.851 2.251 4.182 0.736 -0.257 -0.128
H 3.440 1.627 4.724 -0.051 0.223 -0.709
H -0.791 2.373 -3.427 0.586 -0.259 0.257
H -0.558 0.974 -2.279 0.301 0.518 -0.726
H 0.819 1.461 -3.272 -0.745 0.397 0.114
H 0.793 4.195 -2.769 -0.263 0.278 -0.132
C -2.701 -3.329 -3.924 0.012 -0.026 0.013
C -3.946 -4.162 -4.161 -0.014 0.367 0.178
O -4.596 -4.455 -2.925 0.062 -0.243 0.073
H -2.009 -3.857 -3.266 0.052 -0.049 -0.138
H -2.193 -3.108 -4.865 -0.145 0.010 0.129
H -2.953 -2.385 -3.433 -0.063 0.071 -0.110
H -3.683 -5.111 -4.630 -0.129 -0.044 0.129
H -4.650 -3.638 -4.814 0.096 -0.053 -0.136
H -4.839 -3.618 -2.517 -0.073 0.036 -0.053
C 0.220 -5.586 -0.071 0.120 -0.090 -0.027
C -0.030 -4.647 -1.234 -0.090 -0.258 0.252
O -0.023 -5.357 -2.471 0.115 0.013 -0.280
H 1.180 -6.095 -0.184 0.047 0.129 -0.008
H 0.220 -5.042 0.875 -0.056 -0.072 0.007
H -0.550 -6.358 -0.029 -0.064 0.132 0.104
H 0.751 -3.887 -1.287 -0.002 -0.056 -0.211
H -0.997 -4.143 -1.123 0.034 0.089 0.104
H -0.722 -6.020 -2.424 -0.110 0.078 0.111
C -0.215 11.643 3.804 0.089 -0.083 0.025
C -0.784 11.775 2.405 -0.187 0.352 0.465
O -2.189 11.531 2.413 0.048 -0.323 -0.282
H -0.411 10.646 4.204 0.045 -0.003 -0.075
H 0.863 11.818 3.807 -0.031 0.026 0.048
H -0.687 12.358 4.482 0.086 0.062 -0.047
H -0.326 11.049 1.738 -0.101 0.046 -0.050
H -0.598 12.776 2.001 0.151 -0.051 -0.042
H -2.594 12.180 2.995 -0.055 0.007 0.010
C -1.447 1.501 6.903 0.042 -0.006 -0.045
C -1.849 2.961 7.001 -0.204 -0.316 0.071
O -2.735 3.313 5.937 0.228 0.171 -0.223
H -0.960 1.302 5.945 0.063 0.042 0.050
H -0.764 1.228 7.708 -0.039 -0.039 -0.025
H -2.327 0.854 6.955 0.028 0.009 0.115
H -0.972 3.604 6.927 -0.131 0.084 -0.095
H -2.345 3.164 7.954 0.149 0.011 0.055
H -3.514 2.754 6.008 -0.048 0.020 0.059
C 0.490 -2.467 -5.280 0.071 -0.086 0.006
C 0.110 -1.199 -4.540 0.215 -0.081 -0.349
O 1.276 -0.458 -4.182 0.023 -0.005 0.180
H 1.140 -3.089 -4.662 -0.100 -0.003 0.048
H -0.396 -3.044 -5.549 0.216 0.023 -0.067
H 1.044 -2.230 -6.191 -0.102 0.027 -0.037
H -0.425 -1.440 -3.619 0.114 0.108 0.051
H -0.536 -0.566 -5.158 -0.146 -0.073 0.045
H 1.741 -0.239 -4.996 0.073 -0.091 -0.006
C 2.516 -6.860 -4.899 0.107 0.030 -0.037
C 1.328 -7.756 -5.181 -0.009 0.317 0.231
O 0.686 -8.117 -3.962 -0.111 -0.375 -0.082
H 3.228 -7.366 -4.244 -0.003 -0.033 -0.078
H 3.027 -6.578 -5.822 0.008 0.034 0.041
H 2.196 -5.951 -4.383 -0.005 0.033 -0.102
H 1.642 -8.675 -5.675 -0.108 -0.040 0.116
H 0.605 -7.247 -5.828 0.080 -0.036 -0.143
H 0.411 -7.302 -3.535 0.181 0.134 0.055
C -4.646 -6.841 -0.293 -0.056 0.002 -0.009
C -4.060 -6.297 0.995 -0.169 0.121 -0.318
O -2.882 -5.537 0.728 0.207 -0.035 0.202
H -3.920 -7.474 -0.807 -0.026 -0.037 0.084
H -5.546 -7.427 -0.095 0.017 0.013 -0.037
H -4.899 -6.026 -0.974 -0.070 -0.048 0.014
H -3.787 -7.111 1.666 0.161 0.141 0.021
H -4.782 -5.654 1.510 -0.083 -0.148 0.069
H -3.134 -4.814 0.145 -0.039 -0.030 -0.076
C 4.995 -6.611 -1.075 0.066 0.006 0.020
C 4.440 -5.206 -0.945 -0.251 -0.370 -0.080
O 3.539 -4.920 -2.011 0.034 0.317 -0.011
H 5.513 -6.730 -2.028 0.045 0.046 0.063
H 5.693 -6.833 -0.265 -0.016 -0.072 -0.047
H 4.188 -7.349 -1.056 0.017 0.013 0.106
H 5.245 -4.471 -0.986 -0.121 0.065 -0.093
H 3.910 -5.085 0.007 0.155 0.019 0.109
H 2.824 -5.564 -1.968 -0.029 -0.031 -0.101
C 8.790 -6.619 -3.124 0.020 0.134 0.003
C 9.350 -7.686 -2.204 -0.195 -0.121 -0.376
O 8.370 -8.687 -1.953 0.020 0.033 0.322
H 7.904 -6.160 -2.680 0.071 0.011 0.047
H 9.529 -5.840 -3.321 -0.036 -0.012 -0.049
H 8.480 -7.056 -4.077 0.105 0.022 -0.021
H 9.638 -7.253 -1.246 -0.084 -0.149 0.038
H 10.233 -8.158 -2.648 0.108 0.153 0.048
H 8.127 -9.072 -2.799 -0.025 -0.056 -0.009
```
Positions in Å, forces in eV/Å.

No. 2
DFT (the ωB97M-V functional and the def2-TZVPD basis) results for a molecular structure, C35H93FFeO12 in a non-equilibrium geometry.

Summary:
gap between HOMO and LUMO (alpha / beta)	8.9 / 6.9	eV
energy above the lowest of the compared OMol25 structures with the same formula, charge and spin	0.0	kcal per mole
⟨S²⟩	8.762
total charge	+1
strongest force on any atom	4.5	eV/Å
2S+1	6

The geometry in XYZ format:
```
142
Properties=species:S:1:pos:R:3:forces:R:3
Fe -1.188 -2.029 2.162 1.952 2.291 -3.360
C -0.124 0.736 -0.433 -0.628 0.084 0.073
C 0.797 -0.185 0.330 0.372 0.337 -0.135
O 0.169 -1.211 1.023 -1.197 -1.400 1.318
H 0.459 1.483 -0.972 -0.069 -0.188 0.050
H -0.820 1.266 0.224 0.164 -0.007 0.150
H -0.756 0.191 -1.134 0.176 -0.080 -0.113
H 1.444 0.418 0.983 -0.139 -0.062 0.308
H 1.513 -0.629 -0.378 -0.079 -0.133 -0.098
F -2.701 -1.603 1.080 0.744 -0.315 1.400
C -2.387 -2.260 -2.033 -0.345 0.614 -0.185
C -3.832 -2.748 -2.042 0.229 -0.904 1.031
C -3.974 -4.043 -2.829 0.097 0.689 -0.580
O -4.265 -3.084 -0.705 0.354 0.024 0.182
H -2.022 -2.153 -3.056 0.037 -0.034 -0.011
H -1.722 -2.917 -1.470 -0.131 -0.197 -0.040
H -2.348 -1.276 -1.559 0.133 -0.030 0.048
H -4.520 -1.970 -2.378 0.157 0.006 -0.448
H -4.934 -4.494 -2.594 0.040 -0.182 -0.110
H -3.144 -4.717 -2.616 -0.142 -0.104 0.264
H -3.900 -3.830 -3.900 -0.233 -0.052 0.004
H -3.755 -2.570 -0.057 -0.144 0.059 -0.226
C 1.970 -3.780 -2.504 0.904 -0.891 -0.063
C 2.365 -4.205 -1.081 -0.620 1.496 -0.453
C 3.665 -3.564 -0.600 0.385 -0.196 0.333
O 1.288 -3.733 -0.229 -0.036 0.073 0.507
H 2.642 -4.261 -3.222 -0.076 0.042 -0.031
H 2.103 -2.706 -2.644 -0.169 0.081 0.180
H 0.953 -4.082 -2.745 -0.065 0.070 0.077
H 2.382 -5.278 -0.905 -0.015 -0.063 -0.372
H 3.538 -2.530 -0.267 -0.389 -0.054 0.028
H 4.478 -3.487 -1.324 -0.222 -0.432 -0.278
H 4.034 -4.150 0.245 0.125 0.203 0.072
H 1.235 -2.768 -0.311 0.057 -0.107 0.051
C 0.145 0.188 -4.041 -0.446 -0.279 -0.322
C -0.757 0.542 -5.231 0.967 -0.142 0.127
C 0.076 1.210 -6.322 -0.198 0.530 0.138
O -1.348 -0.649 -5.741 0.042 0.045 0.024
H -0.345 -0.529 -3.378 -0.248 0.364 0.189
H 0.423 1.106 -3.522 0.292 -0.203 0.171
H 1.013 -0.369 -4.413 0.250 0.398 0.002
H -1.560 1.215 -4.924 -0.087 -0.220 0.001
H -0.593 1.564 -7.107 0.203 -0.263 -0.262
H 0.847 0.530 -6.692 -0.225 -0.123 -0.211
H 0.623 2.092 -5.976 -0.144 -0.028 0.268
H -0.596 -1.189 -6.023 -0.325 -0.087 -0.096
C -1.666 -5.672 -0.082 -0.701 -0.158 -0.095
C -1.555 -5.118 1.326 0.653 -0.437 -0.412
C -0.646 -5.915 2.239 -0.219 -1.012 0.632
O -0.967 -3.779 1.215 -0.630 -0.473 0.104
H -2.527 -5.198 -0.557 0.266 0.207 -0.185
H -1.917 -6.734 -0.076 0.242 -0.048 0.185
H -0.763 -5.518 -0.672 0.062 -0.014 0.033
H -2.579 -5.045 1.690 0.167 0.396 0.410
H -0.975 -6.945 2.418 -0.426 0.119 -0.415
H -0.611 -5.527 3.259 0.222 0.441 -0.151
H 0.358 -6.052 1.836 0.060 0.479 -0.072
H -0.248 -3.835 0.540 0.150 0.105 0.234
C -3.718 1.807 -0.934 -0.058 -0.086 0.801
C -3.340 2.026 -2.387 -1.225 0.339 -0.371
C -3.922 0.938 -3.278 0.431 0.410 -0.393
O -3.808 3.307 -2.825 0.368 0.117 0.045
H -4.781 1.951 -0.708 -0.153 -0.144 -0.696
H -3.281 2.527 -0.235 0.538 -0.110 -0.257
H -3.496 0.781 -0.623 0.214 0.090 0.108
H -2.261 2.027 -2.561 0.043 0.152 0.337
H -5.010 0.857 -3.225 0.061 -0.312 0.591
H -3.367 0.031 -3.041 -0.538 -0.334 -0.259
H -3.756 1.207 -4.324 0.342 -0.126 0.025
H -4.752 3.231 -3.002 0.008 0.025 0.045
C -0.799 4.067 1.391 -0.100 -0.842 1.119
C -1.371 5.165 2.299 -0.040 0.269 -2.263
C -0.344 6.277 2.499 -0.347 -0.558 1.339
O -2.537 5.649 1.615 -0.230 0.032 0.677
H -0.625 4.465 0.395 0.170 -0.138 -0.065
H -1.488 3.218 1.354 -0.314 0.349 -0.399
H 0.090 3.581 1.815 0.315 0.633 -0.360
H -1.737 4.733 3.229 0.036 0.256 0.094
H 0.044 6.740 1.594 -0.078 -0.273 -0.209
H 0.459 5.799 3.069 0.369 0.450 -0.237
H -0.764 7.056 3.136 0.008 0.075 -0.084
H -2.267 6.046 0.782 0.049 0.013 -0.017
C 5.060 -0.495 -4.157 0.212 0.001 0.630
C 4.328 0.645 -3.455 0.630 0.013 -0.313
C 3.749 0.296 -2.088 -0.349 -0.542 -0.882
O 5.284 1.687 -3.266 -0.324 0.026 0.019
H 5.657 -0.095 -4.974 -0.054 0.030 -0.037
H 4.399 -1.268 -4.548 -0.151 0.077 0.057
H 5.743 -0.956 -3.437 0.076 -0.080 -0.118
H 3.553 0.979 -4.156 -0.267 0.171 0.239
H 4.562 0.090 -1.394 -0.017 0.101 0.086
H 3.142 -0.607 -2.206 -0.145 0.026 0.230
H 3.118 1.119 -1.753 0.060 -0.055 0.267
H 4.807 2.353 -2.742 0.249 0.063 -0.299
C 2.516 -1.670 3.973 0.763 0.235 -0.478
C 1.851 -2.856 3.284 0.041 0.363 1.200
C 2.211 -4.133 3.999 1.461 -0.316 0.201
O 0.413 -2.600 3.483 -0.682 -0.429 -0.359
H 2.171 -0.708 3.594 -0.386 -0.122 0.010
H 3.598 -1.637 3.804 -0.045 -0.356 0.060
H 2.351 -1.719 5.050 -0.080 0.066 -0.005
H 2.110 -2.933 2.230 -0.622 0.213 -0.137
H 2.013 -4.090 5.075 -0.418 -0.003 -0.102
H 3.307 -4.204 3.977 -0.047 0.104 -0.067
H 1.906 -5.083 3.572 -0.602 0.176 -0.130
H 0.182 -2.970 4.344 0.089 0.048 -0.019
C 0.017 3.484 4.987 -1.011 0.380 -0.307
C 0.546 2.304 4.181 2.196 1.132 1.559
C 2.056 2.498 3.958 -0.271 0.748 -0.407
O 0.409 1.092 4.955 -0.979 -0.541 -1.252
H 0.597 3.785 5.861 0.370 -0.422 -0.078
H -0.999 3.297 5.346 -0.008 -0.108 -0.051
H -0.060 4.378 4.363 0.180 -0.226 0.106
H 0.108 2.269 3.185 -0.651 -0.781 0.413
H 2.600 2.318 4.884 0.079 -0.337 -0.080
H 2.273 3.542 3.710 -0.117 -0.027 -0.136
H 2.410 1.905 3.116 0.217 -0.273 0.279
H 0.598 1.267 5.880 -0.023 0.195 0.003
C 1.490 3.739 -2.428 -0.058 0.172 0.653
C 2.617 4.449 -1.672 -0.185 -0.996 -0.311
C 2.419 4.516 -0.163 -0.795 0.693 -0.329
O 3.810 3.699 -1.932 0.350 0.594 0.073
H 1.757 3.418 -3.433 0.242 0.411 -0.088
H 0.661 4.449 -2.463 -0.247 -0.316 -0.170
H 1.179 2.827 -1.912 0.018 0.308 0.061
H 2.683 5.462 -2.087 0.330 -0.062 0.089
H 3.318 4.920 0.304 -0.020 -0.118 0.160
H 2.111 3.573 0.288 0.368 -0.218 -0.161
H 1.594 5.205 0.043 0.140 0.105 0.105
H 4.542 4.217 -1.569 0.019 -0.222 -0.097
C -2.910 0.244 5.138 -0.428 -0.124 -0.818
C -2.749 0.062 3.612 -0.054 0.634 1.164
C -2.999 1.333 2.833 -0.137 0.066 -0.154
O -1.379 -0.391 3.353 -0.889 -0.137 0.154
H -2.571 1.226 5.457 0.155 -0.031 0.101
H -2.386 -0.548 5.670 0.023 0.047 0.095
H -3.976 0.157 5.358 0.053 0.101 0.178
H -3.440 -0.724 3.305 0.323 -0.062 -0.329
H -2.368 2.168 3.149 0.216 -0.218 0.214
H -4.020 1.686 2.991 -0.079 -0.180 -0.168
H -2.816 1.158 1.772 -0.207 0.008 0.000
H -0.796 0.187 3.893 0.462 -0.522 0.036
```
Positions in Å, forces in eV/Å.

> Which of these has the highest strongest force on any atom?

C35H93FFeO12